i) This record from the OMol25 dataset describes an isolated molecule of C3H7IN2Si. The level of theory is ωB97M-V with the def2-TZVPD basis set.

CARTESIAN COORDINATES (ANGSTROEM)
I 0.32670 -1.58929 -2.76167
Si -0.49296 -0.66969 -0.56033
N 0.89316 -0.23013 0.30005
N -0.78373 1.78399 -0.59308
C 1.35080 1.15128 0.43909
C -1.79976 -1.72120 0.27531
C 0.30789 2.11714 -0.08002
H 2.29832 1.41969 -0.22103
H 0.52781 3.22500 -0.03034
H -1.19353 -2.35530 0.95766
H -2.37179 -2.37052 -0.22691
H -2.50801 -1.14766 0.72793
H 1.80398 1.40033 1.38829
H 1.64111 -1.01364 0.38505

Output
Gap between HOMO and LUMO in eV: 8.462
Charge: 0
Molecular weight in g/mol: 226.09

---

ii) This record from the OMol25 dataset describes a structure of composition C3H7IN2Si. The level of theory is ωB97M-V with the def2-TZVPD basis set.

CARTESIAN COORDINATES (ANGSTROEM)
I 3.58609 0.25680 0.14686
Si 1.19324 0.05843 0.29930
N 0.50876 -0.83164 -1.09316
N 0.47910 -0.94939 1.47969
C -0.43933 -1.73078 -0.54893
C -0.57738 2.86775 0.21045
C -0.35531 -1.73859 0.93463
H 0.09950 3.70669 -0.06030
H -1.32724 2.75544 -0.52287
H -0.10240 -2.70428 -0.77801
H -1.54023 -1.72332 -0.73883
H -0.90799 2.79598 1.19628
H 0.52190 -0.36872 -2.01681
H -1.13871 -2.39436 1.49169

Output
Gap between HOMO and LUMO (alpha / beta) in eV: 8.213 / 7.138
Charge: 0
Molecular weight in g/mol: 226.09

---

According to the calculations, the structures order from most to least stable as i), ii).

---

i) This record from the OMol25 dataset describes the ion C3H7N2O2 with charge +1. The level of theory is ωB97M-V with the def2-TZVPD basis set.

CARTESIAN COORDINATES (ANGSTROEM)
O 0.96471 1.79768 0.13066
O -2.00080 0.79165 -0.32533
N 0.24594 -0.33031 0.18104
N -1.96593 -0.46649 -0.19493
C 1.51826 -0.62622 -0.43686
C 0.06318 0.98775 0.49003
C -0.88446 -1.10857 0.21876
H -0.54539 1.16744 1.40019
H 2.22267 -0.92492 0.29812
H 1.54993 -1.30480 -1.29972
H -0.94073 -2.14905 0.28620
H -2.89157 -0.89607 -0.39798
H 1.84106 0.30598 -0.85312
H 0.82314 2.75592 0.50296

Output
Structure (SMILES): C[N+](/C=[NH+]\[O-])=C\O
Gap between HOMO and LUMO (alpha / beta) in eV: 9.299 / 9.300
Charge: +1
Molecular weight in g/mol: 103.10

---

ii) This record from the OMol25 dataset describes the ion C3H7N2O2 with charge +1. The level of theory is ωB97M-V with the def2-TZVPD basis set.

CARTESIAN COORDINATES (ANGSTROEM)
O 1.15294 0.45718 2.19607
O 0.25997 -0.03701 -2.17870
N 0.95017 -0.23994 0.06479
N -1.27695 0.33229 -0.50306
C -0.13255 -0.46810 -0.94451
C 0.43830 -0.40578 1.49929
C -1.36378 0.68898 0.71753
H 0.96745 0.37002 3.14040
H 1.35080 0.70701 -0.05313
H -0.41036 -1.53254 -0.88956
H 0.51703 -0.73986 -2.78915
H 1.71237 -0.91391 -0.06105
H -1.93754 0.54121 -1.26097
H -2.22786 1.24045 1.06207

Output
Gap between HOMO and LUMO in eV: 9.027
Charge: +1
Molecular weight in g/mol: 103.10

---

According to the calculations, the structures order from most to least stable as i), ii).

---

i) This record from the OMol25 dataset describes the ion C4H9N4O2 with charge +1. The level of theory is ωB97M-V with the def2-TZVPD basis set.

CARTESIAN COORDINATES (ANGSTROEM)
O 3.43447 0.44745 0.04710
O 2.24880 -0.45036 1.66753
N -0.96551 0.11848 -0.67512
N -0.07514 0.13991 -1.83946
N 2.41568 -0.00139 0.54841
N 1.26047 0.11081 -0.14780
C -0.05124 0.01161 0.58649
C 1.12375 0.28378 -1.46496
C -0.21364 -1.41800 1.21013
C -2.01014 1.17430 -0.60293
H 2.01818 0.24676 -2.08059
H 0.19414 -2.09281 0.46814
H -1.33599 -1.43377 1.37260
H -1.94508 1.81333 0.24983
H -3.01744 0.54265 -0.47064
H 0.48683 -1.32026 2.05701
H 0.05458 0.81330 1.36586
H -2.10703 1.76633 -1.53456
H -1.51568 -0.75211 -0.75705

Output
Structure (SMILES): C[C@H]1N([N+](=O)[O-])C=N[N@@H+]1C
Gap between HOMO and LUMO in eV: 10.532
Charge: +1
Molecular weight in g/mol: 145.14

---

ii) This record from the OMol25 dataset describes the ion C4H9N4O2 with charge +1. The level of theory is ωB97M-V with the def2-TZVPD basis set.

CARTESIAN COORDINATES (ANGSTROEM)
O 3.03089 1.06107 -0.04875
O 3.99789 -0.87199 -0.21107
N 0.19547 1.12572 0.14590
N -1.58772 -0.94988 0.58945
N -1.97997 -1.99299 -0.09057
N 3.00188 -0.27708 -0.08313
C -1.17279 1.44451 0.22621
C 0.57852 -0.12078 0.05556
C -1.94625 0.21556 -0.18838
C 1.74688 -0.83389 0.02039
H 3.90984 1.44702 -0.00259
H -1.55809 2.31084 -0.35356
H -3.12842 0.29991 -0.00655
H -1.74808 0.20556 -1.23542
H 1.63102 -1.87082 0.05291
H 0.86852 1.84492 0.46164
H -1.43889 1.88749 1.24617
H -2.70202 -1.90250 -0.78817
H -1.69868 -3.02266 0.20995

Output
Structure (SMILES): [NH2+]=NCC[NH+]=C=CN([O-])O
Gap between HOMO and LUMO (alpha / beta) in eV: 7.122 / 7.999
Charge: +1
Molecular weight in g/mol: 145.14

---

According to the calculations, the structures order from most to least stable as i), ii).

---

i) This record from the OMol25 dataset describes a cluster of 2 separate species, C4H13NP in total. The level of theory is ωB97M-V with the def2-TZVPD basis set.

CARTESIAN COORDINATES (ANGSTROEM)
P 1.58000 -1.06226 -0.80365
N -1.43659 0.74733 -0.52285
C -2.43113 1.19488 -1.16165
C -1.14035 1.09105 0.76883
C -1.40635 -0.24075 1.50871
C 3.29246 -0.80768 -0.07809
H -1.07488 -0.35588 2.50175
H 1.74749 -2.30770 -1.45216
H -2.61738 0.78271 -2.07587
H 3.87270 -1.64626 0.52514
H -1.80292 1.82017 1.24123
H 3.25299 -0.06970 0.74161
H -1.18062 -1.17024 0.95357
H -0.82343 0.05792 -0.93667
H -0.08849 1.35306 0.84957
H 1.87659 -0.40030 -2.09277
H 3.95026 -0.60521 -0.82590
H -2.55535 -0.22899 1.51132
H -3.01501 1.84785 -0.65213

Output
Gap between HOMO and LUMO in eV: 8.526
Charge: +1
Molecular weight in g/mol: 106.13

---

ii) This record from the OMol25 dataset describes the ion C4H13NP with charge +1. The level of theory is ωB97M-V with the def2-TZVPD basis set.

CARTESIAN COORDINATES (ANGSTROEM)
P -0.82718 2.16879 -0.56077
N -0.15868 -1.87365 0.21043
C -0.28782 -0.57079 -0.55541
C 0.65044 0.80222 1.38955
C -0.51730 0.57131 0.43446
C 0.94768 -0.41998 -1.42221
H -1.17183 -0.66872 -1.19405
H 0.91062 0.53834 -1.93607
H 1.85892 -0.44697 -0.83122
H 0.39520 1.60338 2.07932
H -2.09007 1.76431 -1.00423
H -1.36482 2.85013 0.52803
H -0.01198 -2.66066 -0.43285
H 0.88556 -0.07349 1.99521
H 0.99300 -1.19975 -2.17851
H 1.54177 1.11425 0.85152
H 0.65982 -1.79576 0.83001
H -0.99216 -2.05252 0.78315
H -1.42117 0.34955 1.01364

Output
Structure (SMILES): C[C@@H]([NH3+])[C@@H](C)P
Gap between HOMO and LUMO in eV: 9.712
Charge: +1
Molecular weight in g/mol: 106.13

---

According to the calculations, the structures order from most to least stable as ii), i).

---

i) This record from the OMol25 dataset describes a cluster of 2 separate species, C3H3Br in total. The level of theory is ωB97M-V with the def2-TZVPD basis set.

CARTESIAN COORDINATES (ANGSTROEM)
Br 3.31139 0.12737 -0.01019
C 0.55166 0.39017 0.17442
C -0.66855 -0.35817 0.02969
C -1.81755 -0.61894 -0.24447
H 0.70868 0.67044 1.19448
H 0.60165 0.93221 -0.73705
H -2.68728 -1.14309 -0.40688

Output
Gap between HOMO and LUMO (alpha / beta) in eV: 7.029 / 6.775
Charge: 0
Molecular weight in g/mol: 118.96

---

ii) This record from the OMol25 dataset describes a structure of composition C3H3Br. The level of theory is ωB97M-V with the def2-TZVPD basis set.

CARTESIAN COORDINATES (ANGSTROEM)
Br -2.51307 -0.02717 0.03792
C 0.51374 -0.78556 0.07002
C -0.85554 -0.70861 -0.05867
C 0.64012 0.68745 0.07366
H 1.21697 -1.61993 -0.06086
H 0.82297 1.06336 -0.94863
H 0.17480 1.39046 0.88656

Output
Gap between HOMO and LUMO in eV: 8.352
Charge: 0
Molecular weight in g/mol: 118.96

---

iii) This record from the OMol25 dataset describes an isolated molecule of C3H3Br. The level of theory is ωB97M-V with the def2-TZVPD basis set.

CARTESIAN COORDINATES (ANGSTROEM)
Br -0.79013 -2.54114 -2.04497
C 0.92291 -2.96857 -0.85350
C -0.02433 -0.26506 -0.12478
C 0.34301 -1.57387 -0.63217
H 0.78697 0.31266 -0.07175
H -0.59891 0.28231 -0.77038
H -0.37326 -0.45581 0.81936

Output
Gap between HOMO and LUMO in eV: 9.157
Charge: 0
Molecular weight in g/mol: 118.96

---

According to the calculations, the structures order from most to least stable as i), ii), iii).

---

i) This record from the OMol25 dataset describes an isolated molecule of C14H14N2O2S. The level of theory is ωB97M-V with the def2-TZVPD basis set.

CARTESIAN COORDINATES (ANGSTROEM)
S -1.33120 -1.99625 -0.66346
O -0.28742 -2.50859 4.83368
O 0.78075 -0.70422 5.58836
N -2.34730 0.08970 -1.82842
N 0.01413 -0.01342 -1.78456
C 0.38718 -1.53503 4.60767
C 0.46048 -1.88313 2.16890
C -1.06999 1.82212 -2.80982
C 1.45029 1.67385 -2.72205
C 2.13520 0.29307 1.81840
C 0.86575 -1.13221 3.26770
C 0.08243 1.14435 -2.43542
C 0.43310 -2.35084 -0.28371
C -2.29465 1.24043 -2.48142
C -1.19342 -0.47702 -1.50898
C 1.70656 -0.03567 3.09027
C 1.73452 -0.45977 0.72658
C -3.59471 1.87731 -2.84522
C 0.89347 -1.55469 0.89250
H -1.02196 2.76070 -3.33807
H -4.41314 1.25471 -2.49722
H 2.14716 0.85159 -2.86185
H 2.78797 1.14149 1.67427
H -0.20115 -2.72187 2.32774
H 1.00091 -2.11844 -1.18159
H 2.01528 0.54400 3.94569
H 2.06657 -0.19645 -0.26547
H 0.43695 -1.02143 6.43784
H 0.45415 -3.41990 -0.07713
H 1.79092 2.26873 -1.87448
H 1.44244 2.30560 -3.60626
H -3.66283 1.99803 -3.92506
H -3.66844 2.86327 -2.38940

Output
Structure (SMILES): Cc1cc(C)nc(SCc2cccc(C(=O)O)c2)n1
Gap between HOMO and LUMO in eV: 9.140
Charge: 0
Molecular weight in g/mol: 274.34

---

ii) This record from the OMol25 dataset describes a cluster of 2 separate species, C14H14N2O2S in total. The level of theory is ωB97M-V with the def2-TZVPD basis set.

CARTESIAN COORDINATES (ANGSTROEM)
S -1.04322 -2.04271 -0.22707
O -3.02462 -1.05190 5.96215
O -4.92465 -0.80156 4.93222
N -3.71040 -1.04035 4.93201
N 0.49039 1.07771 -1.96411
C -1.79914 -1.76508 1.23145
C -3.17703 -1.51483 1.28051
C 2.64776 2.27729 -2.07421
C 4.02485 2.27436 -2.12462
C 2.65042 -0.12626 -2.01336
C -3.05695 -1.31346 3.66078
C 4.72032 1.07777 -2.12091
C -0.24519 1.03325 -3.23354
C -1.69430 -1.56491 3.62230
C 4.02789 -0.11977 -2.06585
C -3.79245 -1.29578 2.48603
C -0.18475 1.11546 -0.79190
C 1.93319 1.07547 -2.01905
C -1.06466 -1.78522 2.42441
H 0.35707 1.10598 0.12954
H -1.14871 -1.58305 4.55086
H -0.86505 0.14035 -3.29355
H 2.11243 -1.05514 -1.95881
H -4.85163 -1.10839 2.54555
H 4.56662 3.20472 -2.15788
H -0.88264 1.90849 -3.34185
H 4.57463 -1.04767 -2.05465
H -0.00335 -1.97521 2.38685
H -1.25289 1.09360 -0.76530
H 5.79874 1.07942 -2.16175
H 0.45401 1.01875 -4.06742
H 2.10601 3.20530 -2.07090
H -3.74271 -1.49662 0.36206

Output
Gap between HOMO and LUMO in eV: 5.257
Charge: 0
Molecular weight in g/mol: 274.34

---

According to the calculations, the structures order from most to least stable as i), ii).